Record 1
C41H41N5OS4SbTeTi | ωB97M-V with the def2-TZVPD basis set

Properties
Charge   0
HOMO level (alpha / beta)   -7.115 / -6.996 eV
Max |F|   0.0669 hartree/bohr
LUMO level (alpha / beta)   -0.85 / -1.89 eV
HOMO-LUMO gap (alpha / beta)   6.262 / 5.102 eV
Spin multiplicity   2
E_tot   -4886.464876 a.u.

Each line ends with the Löwdin charge.
Element x y z (Å)
Ti  -1.459  -17.656  16.212  0.536
C  0.488  -17.463  18.556  -0.156
N  -0.795  -16.808  18.339  -0.182
C  -1.898  -16.959  19.331  -0.100
C  -1.585  -18.064  20.347  -0.294
C  -2.412  -19.194  20.472  -0.014
C  -2.158  -20.108  21.452  -0.061
C  -1.056  -19.892  22.281  -0.078
C  -0.286  -18.777  22.076  -0.109
N  -0.599  -17.794  21.156  0.101
C  -0.630  -15.342  17.977  -0.116
C  0.245  -15.166  16.795  -0.309
C  0.749  -13.876  16.382  0.012
C  1.353  -13.771  15.143  -0.023
C  1.667  -14.961  14.441  -0.161
C  1.184  -16.112  14.903  -0.234
N  0.343  -16.201  15.961  -0.034
C  0.486  -18.884  18.090  -0.191
C  1.590  -19.714  18.209  -0.004
C  1.644  -20.984  17.537  -0.019
C  0.561  -21.326  16.727  -0.058
C  -0.535  -20.506  16.620  -0.152
N  -0.557  -19.279  17.212  -0.017
H  1.228  -16.866  17.950  0.144
H  0.919  -17.373  19.556  0.120
H  -2.122  -16.006  19.829  0.135
H  -2.809  -17.352  18.755  0.075
H  -3.336  -19.189  19.914  0.116
H  -2.844  -20.965  21.611  0.124
H  -0.762  -20.607  23.045  0.106
H  0.595  -18.587  22.735  0.118
H  -1.665  -14.995  17.736  0.132
H  -0.289  -14.737  18.808  0.134
H  0.449  -13.007  16.979  0.120
H  1.532  -12.794  14.794  0.100
H  2.173  -14.926  13.473  0.078
H  1.322  -17.046  14.256  0.104
H  2.460  -19.387  18.840  0.135
H  2.472  -21.701  17.761  0.126
H  0.571  -22.306  16.188  0.130
H  -1.375  -20.770  15.982  0.087
S  -3.478  -17.238  11.526  -0.121
Sb  -1.655  -16.725  12.956  -0.020
S  -1.066  -18.752  14.090  0.061
S  -2.588  -15.747  14.870  0.042
S  0.057  -15.586  12.063  -0.043
C  -9.240  -19.896  8.075  -0.054
C  -8.137  -19.707  9.098  -0.253
C  -8.195  -18.642  10.013  -0.017
C  -7.170  -18.403  10.950  -0.304
C  -7.272  -17.226  11.926  -0.084
C  -6.156  -19.359  11.037  -0.349
Te  -4.992  -19.416  12.949  1.577
N  -3.081  -18.202  16.698  -0.085
C  -4.275  -18.491  16.184  -0.536
O  -4.566  -19.479  15.423  -0.250
C  -5.363  -17.573  16.635  -0.154
C  -5.369  -16.770  17.776  -0.020
C  -6.520  -16.051  18.103  -0.093
C  -7.535  -15.910  17.191  -0.093
C  -7.478  -16.646  16.014  -0.072
C  -6.420  -17.491  15.723  -0.027
C  -5.936  -21.345  13.364  -0.378
C  -7.342  -21.356  13.382  -0.121
C  -8.015  -22.569  13.525  -0.072
C  -7.270  -23.749  13.833  -0.092
C  -5.920  -23.706  13.952  -0.066
C  -5.198  -22.471  13.795  -0.290
C  -3.758  -22.412  14.243  -0.073
C  -6.063  -20.435  10.148  -0.322
C  -4.961  -21.453  10.175  -0.073
C  -7.013  -20.566  9.142  -0.012
H  -9.974  -19.089  8.229  0.074
H  -9.665  -20.887  8.252  0.078
H  -8.798  -19.851  7.052  0.091
H  -8.928  -17.826  9.877  0.118
H  -7.861  -16.347  11.525  0.099
H  -6.257  -16.883  12.099  0.009
H  -7.735  -17.464  12.898  0.062
H  -4.493  -16.806  18.429  0.082
H  -6.496  -15.464  19.012  0.100
H  -8.452  -15.348  17.513  0.122
H  -8.223  -16.447  15.251  0.098
H  -6.413  -18.249  14.955  0.043
H  -7.945  -20.453  13.236  0.106
H  -9.081  -22.523  13.621  0.090
H  -7.782  -24.692  14.085  0.108
H  -5.313  -24.567  14.210  0.104
H  -3.411  -23.374  14.697  0.087
H  -3.658  -21.612  15.050  0.075
H  -3.138  -22.065  13.418  0.065
H  -5.382  -22.508  10.254  0.105
H  -4.253  -21.381  11.046  0.045
H  -4.401  -21.382  9.202  0.100
H  -6.811  -21.279  8.379  0.110

---

Record 2
C41H42AsClF2IN4O3S4Ta | ωB97M-V with the def2-TZVPD basis set

Properties
Charge   -2
HOMO level   -2.875 eV
Max |F|   0.0440 hartree/bohr
LUMO level   3.09 eV
HOMO-LUMO gap   5.961 eV
E_tot   -6875.698875 a.u.

Each line ends with the Löwdin charge.
Element x y z (Å)
Ta  -1.957  0.244  0.243  1.351
C  5.219  0.088  1.697  -0.063
C  4.484  -0.864  0.716  -0.359
C  5.236  -2.216  0.730  -0.092
C  4.402  -0.150  -0.610  -0.145
C  5.336  -0.351  -1.609  -0.077
C  5.310  0.374  -2.789  -0.127
C  4.351  1.352  -2.979  -0.063
C  3.475  1.690  -1.946  -0.146
C  2.560  2.891  -1.995  -0.353
C  3.374  4.146  -1.592  -0.043
C  1.932  2.943  -3.394  -0.084
C  3.384  0.855  -0.797  -0.153
N  2.348  0.810  0.106  0.125
C  2.017  1.552  1.118  -0.521
O  2.569  2.617  1.485  -0.062
C  0.939  1.089  2.069  -0.184
C  1.202  1.534  3.367  -0.090
C  0.638  0.901  4.440  -0.058
C  -0.202  -0.184  4.192  0.014
C  -0.660  -0.415  2.886  -0.211
N  -0.058  0.202  1.851  0.084
C  -1.533  -1.594  2.561  -0.490
O  -1.729  -2.395  3.491  0.024
N  -1.956  -1.749  1.261  -0.053
C  -2.290  -3.087  0.876  -0.157
C  -1.216  -4.024  0.673  -0.127
C  -1.516  -5.291  0.180  -0.059
C  -2.785  -5.642  -0.147  -0.118
C  -3.827  -4.809  0.114  -0.035
C  -3.595  -3.498  0.655  -0.116
C  -4.779  -2.607  0.924  -0.381
C  -6.093  -3.099  0.292  -0.112
C  -4.949  -2.312  2.445  -0.059
C  0.205  -3.681  0.956  -0.353
C  0.697  -4.132  2.355  -0.045
C  1.105  -4.259  -0.168  -0.063
H  5.005  -0.308  2.695  0.068
H  4.793  1.092  1.684  0.067
H  6.334  0.118  1.552  0.088
H  3.479  -0.950  1.107  0.113
H  6.301  -2.122  0.838  0.055
H  4.977  -2.897  -0.106  0.078
H  4.877  -2.769  1.603  0.065
H  6.100  -1.155  -1.459  0.108
H  5.972  0.059  -3.604  0.087
H  4.377  1.867  -3.917  0.091
H  1.694  2.692  -1.360  0.122
H  2.737  4.992  -1.421  0.059
H  4.101  4.354  -2.369  0.069
H  3.842  3.878  -0.632  0.076
H  2.609  3.151  -4.247  0.065
H  1.155  3.703  -3.461  0.059
H  1.592  1.924  -3.657  0.086
H  1.949  2.376  3.525  0.139
H  0.903  1.303  5.415  0.109
H  -0.521  -0.827  4.995  0.111
H  -0.696  -6.007  0.034  0.108
H  -3.027  -6.623  -0.599  0.105
H  -4.838  -5.153  0.007  0.087
H  -4.548  -1.612  0.474  0.016
H  -6.594  -3.857  0.916  0.072
H  -6.033  -3.493  -0.722  0.071
H  -6.791  -2.245  0.342  -0.001
H  -5.597  -3.034  2.958  0.068
H  -5.372  -1.340  2.651  0.037
H  -3.964  -2.449  2.968  0.069
H  0.314  -2.617  0.971  0.099
H  1.093  -5.144  2.344  0.062
H  -0.130  -4.049  3.053  0.062
H  1.589  -3.557  2.655  0.078
H  1.269  -5.349  -0.036  0.073
H  2.083  -3.801  -0.131  0.064
H  0.684  -4.048  -1.121  0.061
S  -6.916  0.411  0.374  -0.062
As  -4.988  1.249  -0.076  -0.383
S  -3.700  1.199  1.753  0.005
S  -3.619  -0.065  -1.309  0.177
S  -4.877  3.265  -0.733  -0.051
Cl  -2.099  7.508  -1.673  0.696
C  -1.837  5.894  -1.231  -0.640
C  -1.718  5.578  0.121  -0.189
C  -1.442  4.288  0.548  -0.573
I  -1.156  4.008  2.640  0.951
C  -1.446  3.254  -0.394  -0.374
O  -1.252  1.995  -0.053  -0.338
C  -1.640  3.558  -1.787  -0.209
N  -1.599  2.493  -2.608  0.136
C  -1.681  2.727  -3.920  -0.114
C  -1.800  4.011  -4.470  -0.071
C  -1.851  5.082  -3.633  -0.045
C  -1.763  4.887  -2.243  -0.186
H  -1.841  6.400  0.812  0.083
H  -1.579  1.870  -4.577  0.110
H  -1.935  4.128  -5.549  0.103
H  -2.026  6.082  -4.041  0.094
F  -0.256  0.252  -2.224  -0.116
C  -0.395  -0.610  -1.098  -0.423
F  -0.539  -1.922  -1.602  -0.083
H  0.598  -0.570  -0.633  0.064

---

Record 3
C41H42CoP2S | ωB97M-V with the def2-TZVPD basis set

Properties
Charge   0
HOMO level (alpha / beta)   -6.920 / -6.804 eV
Max |F|   0.0559 hartree/bohr
LUMO level (alpha / beta)   0.35 / -0.04 eV
HOMO-LUMO gap (alpha / beta)   7.268 / 6.768 eV
Spin multiplicity   4
E_tot   -4050.883640 a.u.

Each line ends with the Löwdin charge.
Element x y z (Å)
Co  -2.499  -3.669  -3.979  0.257
C  0.577  0.946  -1.376  -0.468
C  0.374  0.321  -2.718  -0.116
C  1.508  -0.121  -3.531  -0.213
C  1.741  -1.617  -3.419  -0.193
C  1.834  -2.004  -1.999  -0.128
C  2.277  -1.226  -0.985  -0.184
C  2.878  0.168  -0.943  -0.202
C  1.944  1.375  -0.860  -0.215
C  -3.249  -2.994  -2.031  -0.217
H  -0.148  1.775  -1.320  0.112
H  -0.334  0.884  -3.300  0.070
H  2.462  0.396  -3.384  0.111
H  1.206  0.068  -4.567  0.113
H  0.952  -2.208  -3.931  0.104
H  2.691  -1.880  -3.919  0.123
H  1.751  -3.069  -1.787  0.105
H  2.486  -1.708  -0.027  0.096
H  3.550  0.435  -1.792  0.109
H  3.561  0.229  -0.083  0.108
H  1.936  1.856  0.122  0.089
H  2.299  2.137  -1.547  0.111
H  -3.420  -1.910  -1.911  -0.057
H  -2.537  -3.260  -1.230  -0.066
H  -4.209  -3.446  -1.734  -0.069
P  -3.391  -3.662  -6.367  0.976
P  -2.405  -6.180  -5.253  0.998
C  -1.825  -4.284  -7.077  -0.311
C  -1.473  -5.511  -6.668  -0.344
C  -4.338  -3.570  -7.990  -0.355
C  -3.743  -3.568  -9.260  -0.092
C  -4.526  -3.488  -10.420  -0.082
C  -5.913  -3.414  -10.319  -0.089
C  -6.518  -3.405  -9.054  -0.083
C  -5.736  -3.486  -7.901  -0.107
C  -2.848  -1.963  -6.176  -0.394
C  -1.963  -1.840  -5.089  -0.196
C  -1.628  -0.569  -4.650  -0.082
C  -1.924  0.546  -5.438  -0.063
C  -2.729  0.401  -6.585  -0.069
C  -3.227  -0.868  -6.936  -0.070
C  -2.706  -7.886  -6.136  -0.312
C  -3.568  -7.945  -7.249  -0.106
C  -3.791  -9.144  -7.937  -0.088
C  -3.159  -10.324  -7.522  -0.097
C  -2.308  -10.287  -6.417  -0.087
C  -2.088  -9.079  -5.731  -0.089
C  -0.955  -6.611  -4.233  -0.429
C  -1.274  -7.060  -2.946  -0.122
C  -0.254  -7.460  -2.082  -0.074
C  1.082  -7.408  -2.509  -0.084
C  1.392  -6.922  -3.778  -0.083
C  0.379  -6.504  -4.648  -0.086
H  -1.316  -3.700  -7.863  0.088
H  -0.748  -6.160  -7.191  0.094
H  -2.662  -3.638  -9.374  0.089
H  -4.046  -3.485  -11.401  0.105
H  -6.524  -3.371  -11.222  0.104
H  -7.602  -3.337  -8.976  0.103
H  -6.213  -3.489  -6.919  0.105
H  -1.307  -2.721  -4.694  0.078
H  -1.110  -0.539  -3.693  0.071
H  -1.537  1.536  -5.169  0.107
H  -2.950  1.249  -7.227  0.100
H  -3.881  -0.995  -7.806  0.106
H  -4.080  -7.039  -7.582  0.097
H  -4.475  -9.171  -8.787  0.102
H  -3.346  -11.264  -8.046  0.102
H  -1.826  -11.206  -6.075  0.103
H  -1.423  -9.096  -4.864  0.097
H  -2.319  -7.081  -2.621  0.109
H  -0.502  -7.809  -1.085  0.103
H  1.881  -7.739  -1.840  0.104
H  2.432  -6.858  -4.113  0.105
H  0.637  -6.104  -5.626  0.088
S  -0.108  -0.226  -0.036  1.002
C  -0.448  0.972  1.184  -0.564
C  -1.729  1.526  1.362  -0.091
C  -1.888  2.627  2.211  -0.088
C  -0.788  3.145  2.918  -0.090
C  0.458  2.497  2.849  -0.083
C  0.591  1.363  2.046  -0.126
H  -2.569  1.090  0.825  0.105
H  -2.868  3.103  2.322  0.103
H  -0.918  4.033  3.545  0.100
H  1.334  2.868  3.392  0.105
H  1.511  0.780  2.037  0.106

---

Q: Number 1 is which compound?
A: C41H41N5OS4SbTeTi